(1)
A cluster of 2 separate species, C6H10N2 in total. Source: the Open Molecules 2025 dataset; level of theory: ωB97M-V/def2-TZVPD.

Values from the calculation:
Relative energy (zero: lowest compared OMol25 entry of this formula, charge and spin)   182.0 kcal per mole
Orbital gap (spin up / spin down)   8.44 / 7.19 eV

Structure (XYZ):
```
18
Properties=species:S:1:pos:R:3:lowdin_charge:R:1
C -0.3611 1.0384 0.7022 -0.1054
C 1.4614 -1.1593 0.3464 -0.0110
C 0.4658 2.2690 0.5082 -0.1604
N 0.1728 -0.7617 -0.2416 -0.1902
C -0.6664 -1.6899 -0.7255 -0.1991
C -1.9303 -1.9932 -0.5406 -0.0116
C 0.0276 0.0887 -1.4942 -0.2376
N 0.1567 0.7125 -2.4681 0.1900
H -0.2624 0.5640 1.6754 0.0696
H -1.4049 1.1360 0.4167 0.0738
H 1.9631 -1.9069 -0.2700 0.0950
H 2.0828 -0.2684 0.4151 0.0901
H 1.2621 -1.6038 1.3208 0.1027
H -2.7059 -1.2296 -0.4750 0.0544
H -2.2886 -3.0146 -0.5687 0.0414
H 0.4316 2.6217 -0.5252 0.0588
H 1.5113 2.1117 0.7856 0.0638
H 0.0844 3.0854 1.1384 0.0758
```

***

(2)
A cluster of 2 separate species, C6H10N2 in total. Source: the Open Molecules 2025 dataset; level of theory: ωB97M-V/def2-TZVPD.

Values from the calculation:
Relative energy (zero: lowest compared OMol25 entry of this formula, charge and spin)   77.7 kcal per mole
Structure (SMILES)   c1ccncc1.CN
Orbital gap   9.65 eV

Structure (XYZ):
```
18
Properties=species:S:1:pos:R:3:lowdin_charge:R:1
C -1.5348 1.2979 -0.1150 -0.1122
C -1.7741 -0.0231 -0.1532 -0.0733
C -0.5726 -0.7519 -0.5908 -0.1601
N 0.5080 -0.1299 -1.0585 0.0241
C 0.4446 1.2233 -1.1620 -0.1934
C -0.4265 2.0849 -0.6416 -0.0734
H -2.0249 2.0017 0.7916 0.1589
H -2.6211 -0.5692 0.1425 0.0849
H -0.4896 -1.8831 -0.5343 0.1225
H 1.4190 1.6682 -1.5154 0.1194
H -0.1200 2.9825 -0.1681 0.0947
C 1.0241 -1.0002 1.9075 -0.1652
N 1.4881 -1.9798 0.8360 -0.0959
H 1.4761 -1.5219 2.7557 0.0583
H 1.5738 -0.0165 1.9998 0.0715
H -0.0993 -0.8680 1.8409 0.0656
H 1.6558 -1.5589 -0.1940 0.0915
H 2.2940 -2.4522 0.9686 -0.0178
```

***

(3)
The molecule C6H10N2. Source: the Open Molecules 2025 dataset; level of theory: ωB97M-V/def2-TZVPD.

Values from the calculation:
Relative energy (zero: lowest compared OMol25 entry of this formula, charge and spin)   149.2 kcal per mole
Structure (SMILES)   C1=C\CCCN\N=C/1
Orbital gap   8.45 eV

Structure (XYZ):
```
18
Properties=species:S:1:pos:R:3:lowdin_charge:R:1
C 1.0768 -0.0775 1.5221 -0.0803
C 1.9545 -0.4078 0.4137 -0.0766
C 1.7787 -0.0815 -1.1282 -0.1213
C 0.2788 0.1805 -0.8601 -0.2646
C -1.0943 0.2626 -1.6780 -0.1182
N -1.9355 -0.1275 -0.3969 -0.0858
N -1.5517 0.1012 0.9099 -0.0414
C -0.4210 0.0690 1.5867 -0.2087
H 1.4633 0.0045 2.6278 0.1204
H 2.8919 -0.8777 0.8238 0.0941
H 2.3634 0.7180 -1.5491 0.0977
H 2.0168 -0.9812 -1.5747 0.0732
H 0.0544 1.1200 -0.2460 0.1320
H 0.1802 -0.7825 -0.3654 0.0860
H -1.2834 1.2808 -2.0544 0.0900
H -1.1781 -0.5756 -2.4927 0.1241
H -2.7967 0.4345 -0.4960 0.1078
H -0.7423 0.1715 2.5981 0.0714
```

***

(4)
A cluster of 3 separate species, C6H10N2 in total. Source: the Open Molecules 2025 dataset; level of theory: ωB97M-V/def2-TZVPD.

Values from the calculation:
Relative energy (zero: lowest compared OMol25 entry of this formula, charge and spin)   170.6 kcal per mole
Orbital gap (spin up / spin down)   8.50 / 8.50 eV

Structure (XYZ):
```
18
Properties=species:S:1:pos:R:3:lowdin_charge:R:1
C 0.1033 -0.7168 1.6270 -0.0822
N 0.0760 -0.0507 0.3248 -0.0286
C 0.0747 -0.6011 -0.8202 -0.4300
C -1.9392 -0.8943 -0.4265 -0.0794
C 1.9582 0.6151 0.1376 -0.0415
C -2.8241 0.0678 -0.2957 -0.0814
C 2.1183 1.8077 -0.4009 -0.0541
N 0.3349 -0.8285 -1.9915 0.1718
H 1.2500 -0.5729 -2.3434 0.0653
H -2.1411 -1.9432 -0.6136 0.0484
H 2.7481 0.0252 0.5969 0.0650
H 0.4849 0.0009 2.3512 0.0842
H 0.7463 -1.5979 1.6292 0.0871
H -0.9109 -0.9968 1.9029 0.0758
H -2.5300 1.0882 -0.0716 0.0445
H -3.8910 -0.1050 -0.4287 0.0452
H 1.2887 2.3410 -0.8555 0.0569
H 3.0528 2.3613 -0.3220 0.0532
```

***

(5)
The molecule C6H10N2. Source: the Open Molecules 2025 dataset; level of theory: ωB97M-V/def2-TZVPD.

Values from the calculation:
Relative energy (zero: lowest compared OMol25 entry of this formula, charge and spin)   164.4 kcal per mole
Structure (SMILES)   C[C@]12C[C@H]1CC=NN2
Orbital gap   9.52 eV

Structure (XYZ):
```
18
Properties=species:S:1:pos:R:3:lowdin_charge:R:1
C -1.9587 -0.8787 -0.6733 0.0072
C -0.8120 -0.0467 0.1464 -0.3969
C -0.6098 1.2975 0.8689 -0.1118
C 0.1468 0.9951 -0.1862 -0.2947
C 1.8394 0.5927 -0.3201 -0.1247
C 1.9654 -0.7256 -0.0455 -0.3130
N 1.1359 -1.5377 0.4094 0.0359
N -0.0430 -1.0495 0.9472 -0.0243
H -2.5232 -1.5258 0.0539 0.0655
H -1.5341 -1.4142 -1.4219 0.0198
H -2.8242 0.1172 -0.5784 0.1725
H -1.2370 2.3205 0.6347 0.1592
H -0.3594 1.0163 2.0334 0.1715
H -0.0754 1.3726 -1.1333 0.1128
H 2.4674 1.3989 0.3096 0.1541
H 2.0700 0.8308 -1.4674 0.1431
H 3.0870 -0.9881 -0.3425 0.1450
H -0.7351 -1.7753 0.7648 0.0787
```

***

(6)
The molecule C6H10N2. Source: the Open Molecules 2025 dataset; level of theory: ωB97M-V/def2-TZVPD.

Values from the calculation:
Relative energy (zero: lowest compared OMol25 entry of this formula, charge and spin)   110.7 kcal per mole
Structure (SMILES)   CC1=NN(C)[C@H]2C[C@@H]12
Orbital gap   8.68 eV

Structure (XYZ):
```
18
Properties=species:S:1:pos:R:3:lowdin_charge:R:1
C -2.4546 -0.9893 0.0260 -0.0558
C -1.0186 -0.3868 -0.1289 -0.3248
N 0.0251 -1.0570 -0.5902 0.1089
N 1.1683 -0.2852 -0.3701 -0.2457
C 2.3253 -1.0289 0.0652 -0.1372
C 0.8447 1.0055 0.2717 -0.1905
C -0.0820 1.8029 -0.6568 -0.0556
C -0.5988 0.9395 0.3856 -0.2711
H -2.5973 -2.2529 0.0666 0.1358
H -3.0065 -0.6331 -0.8773 0.0484
H -2.7991 -0.2802 1.0843 0.1445
H 2.1265 -1.6408 1.0740 0.0880
H 3.2045 -0.2248 0.4194 0.1160
H 2.8065 -1.8522 -0.7302 0.1193
H 1.6518 1.4771 0.9310 0.1635
H -0.0089 1.4077 -1.6905 0.1295
H -0.3894 2.8265 -0.5191 0.1011
H -1.1973 1.1721 1.2392 0.1258
```

***

(7)
The molecule C6H10N2. Source: the Open Molecules 2025 dataset; level of theory: ωB97M-V/def2-TZVPD.

Values from the calculation:
Relative energy (zero: lowest compared OMol25 entry of this formula, charge and spin)   229.9 kcal per mole
Structure (SMILES)   C1N[C@H]2CN[C@@H]3[C@H]1[C@@H]32
Orbital gap   8.37 eV

Structure (XYZ):
```
18
Properties=species:S:1:pos:R:3:lowdin_charge:R:1
C -0.9413 -1.6265 0.7456 -0.2203
N -1.6576 -0.2631 0.9033 -0.0665
C -0.5821 0.4438 -0.1687 -0.3436
C -0.2710 1.6792 -0.6890 -0.1475
N 1.0691 1.1067 -1.1703 -0.0248
C 1.3926 -0.0348 -0.5971 -0.2688
C 0.4933 -1.2825 0.4026 -0.1268
C 0.7121 0.1848 0.6138 -0.2648
H -1.7910 -1.7422 -0.0877 0.1299
H -1.2063 -2.3382 1.7190 0.1566
H -1.3323 0.1951 1.8729 0.1184
H -0.8455 -0.3570 -1.0322 0.1830
H 0.0710 2.5359 0.1198 0.1780
H -0.9388 2.0359 -1.4425 0.1066
H 1.0973 1.2220 -2.4214 0.2264
H 2.3708 -0.5730 -0.8933 0.1673
H 1.3109 -1.8313 0.6351 0.0597
H 1.0489 0.6452 1.4900 0.1371
```

***

(8)
The molecule C6H10N2. Source: the Open Molecules 2025 dataset; level of theory: ωB97M-V/def2-TZVPD.

Values from the calculation:
Relative energy (zero: lowest compared OMol25 entry of this formula, charge and spin)   110.5 kcal per mole
Orbital gap (spin up / spin down)   7.20 / 7.48 eV

Structure (XYZ):
```
18
Properties=species:S:1:pos:R:3:lowdin_charge:R:1
C -0.0035 -1.6791 -0.5855 -0.2727
C 0.9277 -0.7692 -1.0853 -0.1063
C -0.5769 -2.5843 -1.3334 -0.0063
C 0.9322 0.4954 -0.6133 -0.0438
C 0.1104 0.8293 0.4806 -0.3304
C -1.2917 0.4642 0.6850 -0.0716
N 1.6032 2.4662 1.0176 0.0169
N 0.5041 1.8550 1.2583 -0.0963
H -0.3795 -1.7671 0.4443 0.1123
H 1.3992 -1.0578 -1.9335 0.0779
H -1.2091 -3.3726 -0.9312 0.0571
H 1.7593 1.1325 -0.9832 0.1118
H -1.7442 -0.3207 -0.0228 0.1072
H -1.7605 1.4361 0.6503 0.0751
H -1.5239 0.0094 1.6692 0.0894
H 1.9350 3.2136 1.5971 0.0310
H -0.6423 -2.3999 -2.4231 0.0776
H -0.0396 2.0491 2.1088 0.1712
```

***

(9)
The molecule C6H10N2. Source: the Open Molecules 2025 dataset; level of theory: ωB97M-V/def2-TZVPD.

Values from the calculation:
Relative energy (zero: lowest compared OMol25 entry of this formula, charge and spin)   75.5 kcal per mole
Structure (SMILES)   [H]/N=C(/C)C(=C)/C=C\N
Orbital gap   8.27 eV

Structure (XYZ):
```
18
Properties=species:S:1:pos:R:3:lowdin_charge:R:1
H 0.2204 -1.8447 0.9006 0.0405
N 1.1097 -1.3735 0.7417 0.1345
C 1.0155 -0.1811 0.3367 -0.4127
C 2.2534 0.6212 0.0515 -0.0534
C -0.3813 0.7256 0.5870 -0.2119
C -0.8699 0.7855 1.8000 0.0441
C -0.4719 0.6547 -0.8555 -0.1594
C -1.1752 -0.2696 -1.5644 -0.1951
N -1.7173 -1.4016 -0.9886 0.0643
H 2.3955 0.7006 -1.0295 0.0784
H 2.1791 1.6291 0.4579 0.0795
H 3.1181 0.1232 0.4812 0.0762
H -1.7753 1.3457 2.0062 0.0586
H -0.2945 0.4329 2.6532 0.0727
H -0.0513 1.4920 -1.3967 0.1130
H -1.2137 -0.2169 -2.6425 0.1084
H -1.9380 -1.3253 -0.0088 0.0789
H -2.4035 -1.8979 -1.5300 0.0835
```

***

(10)
A structure of composition C6H10N2. Source: the Open Molecules 2025 dataset; level of theory: ωB97M-V/def2-TZVPD.

Values from the calculation:
Relative energy (zero: lowest compared OMol25 entry of this formula, charge and spin)   203.4 kcal per mole
Orbital gap   9.65 eV

Structure (XYZ):
```
18
Properties=species:S:1:pos:R:3:lowdin_charge:R:1
C 0.2950 0.3042 1.8912 -0.2857
C 0.9590 0.4290 0.0490 -0.1893
C 0.3797 0.0400 -1.5663 -0.0747
C -0.6732 -1.0888 -1.4494 -0.0986
C -1.2054 -0.1320 -0.4168 -0.3747
C -0.2188 -0.3127 0.7745 -0.3303
H -0.4575 1.2806 2.0349 0.1726
H 0.1117 -0.2855 2.9096 0.1355
H 2.0240 -0.6307 1.3943 0.1266
H 0.7812 1.5563 -0.1294 0.1199
H 1.0415 0.1420 -2.4654 0.1238
H -0.1928 -1.8987 -1.0273 0.0681
H -1.0300 -1.3630 -2.4835 0.1396
H -2.3424 -0.0905 0.1780 0.1886
H -0.6265 1.9071 -0.7695 0.0828
H 0.2220 -1.3548 0.8315 0.1482
N 1.8041 0.4817 1.4144 0.0325
N -0.8718 1.0159 -1.1699 0.0150
```